112
Properties=species:S:1:pos:R:3:lowdin_charge:R:1 method="wB97M-V/def2-TZVPD" gap_ha=0.2987 multiplicity=1
C -3.5975 -2.7101 -1.9263 -0.01
C -2.1108 -1.9715 -1.7866 -0.26
O -1.4005 -2.2959 -0.7050 -0.04
O -1.7362 -1.0203 -2.8418 -0.11
C -0.3474 -0.5537 -2.7165 -0.05
C -0.4045 0.7722 -1.6940 -0.23
O -0.6679 1.9261 -2.3110 0.00
O -0.2754 0.4925 -0.2843 -0.12
C 0.8652 1.0437 0.4085 -0.54
C 0.6614 2.4795 1.1639 -0.16
C -0.3678 3.5327 0.4518 -0.18
C -1.9543 3.1060 0.4999 -0.19
C -2.8540 4.0347 1.5131 -0.27
N -4.1839 4.2919 0.8098 -0.08
C 1.3396 -0.1745 1.4583 -0.19
C 0.4777 -0.2927 2.8223 -0.67
C 1.0729 -1.6261 3.6402 -0.17
Br -1.4823 -0.5935 2.6418 0.70
P 2.4768 1.2593 -0.6695 0.76
O 2.6727 -0.1428 -1.7447 -0.39
Cl 2.3358 3.0642 -1.8603 0.19
H -4.3145 -2.4213 -1.0382 0.09
H -4.1141 -2.3455 -2.9236 0.09
H -3.4634 -3.8929 -1.9614 0.11
H 0.4103 -1.3699 -2.3420 0.13
H 0.0107 -0.2351 -3.8080 0.16
H 0.3539 2.4214 2.2938 0.10
H 1.7301 3.0133 1.1610 0.11
H -0.1000 3.8420 -0.6439 0.08
H -0.2919 4.5393 1.0912 0.10
H -2.1087 1.9914 0.8227 0.08
H -2.3803 3.1819 -0.6128 0.11
H -3.1151 3.3688 2.4661 0.11
H -2.3223 5.0202 1.8665 0.10
H -4.3885 3.3832 0.2992 0.07
H -3.9884 5.0097 0.0617 0.07
H 1.4433 -1.2071 0.8949 0.14
H 2.4527 0.1282 1.7652 0.09
H 0.7054 0.6373 3.5041 0.11
H 0.7347 -1.5562 4.7751 0.09
H 0.4831 -2.5650 3.2019 0.08
H 2.2305 -1.7490 3.5101 0.08
H 2.2734 -0.9329 -1.2693 0.06
O 0.1259 4.0866 4.1261 -0.07
H 0.2359 4.8729 4.6816 0.05
H -0.7863 3.8065 4.2950 0.02
O -0.7474 3.0897 6.6893 -0.07
H -0.6227 2.2449 7.1472 0.02
H 0.0973 3.2383 6.2382 0.03
O -5.8143 -3.7474 0.4751 -0.05
H -5.5203 -4.6176 0.7834 0.06
H -6.1412 -3.3131 1.2773 0.06
O 4.7036 -1.3234 -3.6473 -0.05
H 4.9976 -2.1937 -3.3390 0.05
H 4.3767 -0.8891 -2.8451 0.01
O 2.0728 -1.3161 -5.2356 -0.06
H 2.0269 -1.1998 -6.1965 0.00
H 2.9948 -1.1112 -5.0190 0.00
O 1.7082 -1.9503 -8.1058 -0.07
H 2.1726 -2.6553 -8.5814 0.05
H 0.7740 -2.1052 -8.3115 0.04
O -3.1009 -2.8067 5.2044 -0.08
H -2.7917 -2.2274 4.4919 -0.04
H -2.9667 -3.7002 4.8544 0.04
O -6.6816 -4.1180 -2.3396 -0.07
H -6.9256 -5.0058 -2.6418 0.04
H -6.4051 -4.2514 -1.4206 -0.01
O -1.5245 -2.0619 8.1764 -0.06
H -1.8702 -2.0433 7.2714 0.01
H -1.9968 -2.7988 8.5923 0.04
O -0.4777 6.6740 2.4082 -0.08
H 0.2004 7.3253 2.6424 0.02
H -0.3008 5.9283 3.0012 -0.01
O 4.4979 -1.6335 -7.1457 -0.05
H 3.6548 -1.7353 -7.6123 0.00
H 4.3864 -0.8165 -6.6367 0.05
O -2.7521 4.2646 4.9871 -0.06
H -3.2720 5.0822 4.9965 0.06
H -3.0492 3.7892 5.7775 0.01
O 3.0141 -4.1462 -6.6228 -0.06
H 3.1241 -3.3600 -6.0673 0.01
H 2.1020 -4.4264 -6.4539 0.06
O 4.3642 -0.3808 1.8265 -0.09
H 4.7144 -0.5749 0.9442 0.02
H 5.0391 0.1883 2.2262 0.06
O -3.6100 3.0446 7.8492 -0.06
H -2.9318 3.6958 8.0834 0.04
H -3.4330 2.2989 8.4422 0.04
O -0.4337 1.2294 9.1221 -0.06
H -0.6777 0.3417 8.8199 0.03
H -0.1572 1.0961 10.0412 0.05
O -0.1263 -3.6009 -9.5107 -0.05
H 0.3381 -4.3059 -9.9863 0.06
H -1.0605 -3.7559 -9.7164 0.06
O 3.0559 -0.1548 5.6832 -0.07
H 3.4061 -0.3489 4.8008 0.01
H 3.7307 0.4143 6.0829 0.04
O 5.3948 -2.5083 -0.0116 -0.06
H 5.1764 -3.2082 -0.6451 0.05
H 5.8198 -2.9797 0.7206 0.05
O -0.3304 9.2893 2.9077 -0.07
H -1.1734 9.1874 2.4411 0.05
H -0.4418 10.1063 3.4167 0.05
O 2.9564 -7.2093 -7.7180 -0.07
H 3.0950 -6.2511 -7.6785 0.00
H 3.5391 -7.5008 -8.4352 0.04
O 5.8779 -4.4740 -8.5242 -0.07
H 5.3580 -3.6564 -8.5147 0.01
H 5.5808 -4.9494 -7.7338 0.03
O -3.1856 0.1353 -4.9705 -0.07
H -3.4040 -0.5645 -5.6040 0.03
H -2.7607 -0.3361 -4.2382 -0.01